Record 1
Below is a structure of composition C24H74CaN12O6P4 at a distorted geometry, with properties calculated with ωB97M-V/def2-TZVPD.

Computed properties:
Largest force on an atom: 4.05 eV/Å
Frontier orbital gap: 7.612 eV
Total charge: 0
LUMO energy: 0.76 eV
Energy above the lowest of the compared OMol25 structures with the same formula, charge and spin: 123.69 kcal/mol
2S+1: 1
E_HOMO: -6.855 eV

Each line ends with the Mulliken charge.
Cartesian coordinates (Å):
H1 3.645 35.254 -10.087  0.259
H2 7.114 26.370 -15.189  0.389
H3 8.793 26.238 -10.783  0.141
O1 8.594 31.539 -7.826  0.248
H4 5.704 33.258 -7.662  0.379
H5 6.263 25.025 -7.548  0.446
C1 9.555 32.367 -3.993  -1.135
H6 6.896 23.533 -11.602  0.427
H7 9.354 28.915 -4.425  0.363
H8 7.620 28.463 -14.944  0.385
H9 8.941 26.287 -3.562  0.420
H10 9.741 33.405 -3.717  0.343
P1 5.372 32.643 -10.590  -1.195
C2 12.103 26.962 -6.550  -1.205
C3 11.330 26.093 -8.706  -1.032
H11 12.276 33.029 -8.004  0.249
C4 7.690 33.797 -11.426  -1.214
C5 11.732 32.087 -8.084  -1.145
O2 6.190 29.479 -7.868  -0.737
N1 10.958 26.419 -7.289  0.287
C6 6.753 25.997 -7.488  -1.130
H12 7.535 28.421 -4.362  0.325
H13 8.044 32.809 -11.131  0.172
H14 4.358 30.354 -12.501  0.183
H15 5.706 24.400 -12.490  0.379
H16 4.824 35.007 -12.466  0.202
H17 5.439 35.421 -9.644  0.283
C7 5.672 34.377 -12.734  -0.994
H18 2.781 31.195 -10.373  0.246
H19 11.211 29.601 -7.387  0.509
N2 6.767 27.269 -13.418  0.394
N3 9.456 34.054 -7.269  0.883
H20 12.808 26.209 -6.199  0.371
H21 10.537 32.056 -4.349  0.377
H22 7.363 25.216 -13.859  0.234
H23 8.786 24.747 -11.679  0.478
C8 6.768 26.062 -14.203  -0.863
H24 7.335 33.939 -4.977  0.175
H25 12.261 30.273 -6.179  0.411
P2 9.364 32.348 -6.896  -1.056
H26 5.233 31.693 -13.245  0.257
H27 8.422 24.804 -9.964  -0.137
C9 3.949 26.847 -12.640  -0.978
H28 2.872 26.915 -12.491  0.387
N4 6.209 33.718 -11.534  0.469
C10 8.464 28.528 -4.921  -1.137
H29 9.650 24.098 -6.979  0.286
H30 1.977 32.004 -11.770  0.434
C11 4.299 27.501 -10.214  -0.723
H31 9.071 31.772 -3.219  0.271
C12 10.421 34.970 -6.499  -1.168
C13 8.597 24.314 -7.162  -1.663
O3 6.158 31.467 -10.089  1.189
H32 5.025 27.957 -9.541  -0.109
C14 6.151 24.322 -11.498  -1.241
H33 11.790 27.253 -5.547  0.317
H34 6.512 26.323 -8.499  0.084
Ca1 7.914 29.811 -9.249  1.846
C15 8.584 34.571 -8.246  -0.738
H35 12.607 31.458 -8.249  0.484
H36 5.771 25.738 -14.503  0.266
C16 7.167 28.600 -13.962  -0.906
N5 8.875 27.239 -5.469  0.711
H37 11.132 32.063 -8.993  0.221
C17 11.242 30.317 -6.565  -0.753
H38 8.268 29.247 -5.716  -0.010
H39 12.392 26.289 -8.859  0.421
H40 2.387 32.815 -10.292  0.254
H41 6.756 32.368 -5.775  0.137
C18 8.572 26.096 -4.570  -1.131
H42 8.080 35.468 -7.887  0.314
H43 9.021 25.156 -4.891  0.297
N6 6.901 25.606 -11.233  0.884
C19 4.284 31.401 -12.794  -0.897
H44 10.713 26.532 -9.490  0.298
H45 7.938 23.802 -6.461  0.382
N7 8.215 25.696 -7.386  0.850
H46 8.033 28.937 -13.392  0.324
N8 4.846 27.166 -11.537  0.745
C20 8.244 25.306 -10.915  -0.728
H47 4.140 35.515 -8.462  0.353
H48 7.721 33.963 -8.517  -0.322
O4 8.937 28.117 -8.136  0.522
H49 4.237 27.415 -13.524  0.261
H50 8.189 33.839 -12.394  0.470
C21 4.453 35.034 -9.390  -0.981
C22 2.753 32.080 -11.009  -0.993
H51 7.494 25.935 -4.544  0.320
H52 9.718 35.616 -5.974  0.367
P3 6.537 27.232 -11.674  -1.601
N9 10.945 31.701 -6.939  0.204
H53 3.881 33.161 -7.412  0.401
H54 5.379 33.585 -13.422  0.325
H55 4.198 25.788 -12.716  0.278
O5 9.635 30.093 -10.573  -0.923
N10 8.784 32.375 -5.267  0.627
N11 4.080 32.254 -11.617  0.516
H56 6.402 29.365 -13.830  0.061
H57 10.609 30.141 -10.516  -0.066
H58 4.934 31.857 -8.130  0.235
H59 11.045 34.417 -5.798  0.278
H60 9.096 34.903 -9.150  0.493
H61 7.969 34.538 -10.677  0.361
H62 5.349 24.140 -10.784  0.195
H63 7.071 32.359 -4.154  0.446
O6 7.227 28.278 -10.874  0.376
H64 5.566 29.508 -7.117  -0.213
H65 6.433 26.779 -6.800  0.185
H66 6.386 35.089 -13.149  0.459
C23 4.738 32.925 -8.042  -1.196
P4 9.285 27.056 -7.140  -1.142
H67 8.324 23.890 -8.128  0.532
H68 11.129 35.389 -7.214  0.343
H69 3.464 31.441 -13.512  0.280
H70 4.107 26.551 -9.716  0.259
H71 12.609 27.736 -7.127  0.445
H72 11.167 25.027 -8.864  0.250
C24 7.419 32.856 -5.060  -0.978
H73 3.552 28.271 -10.407  0.397
H74 10.606 30.150 -5.695  -0.254
N12 4.716 33.594 -9.346  0.370


Record 2
Below is a cluster of 14 separate species, C24H76N12O14 in total at a distorted geometry, with properties calculated with ωB97M-V/def2-TZVPD.

Computed properties:
Largest force on an atom: 11.86 eV/Å
Frontier orbital gap: 8.397 eV
Total charge: 0
LUMO energy: -0.25 eV
Energy above the lowest of the compared OMol25 structures with the same formula, charge and spin: 87.08 kcal/mol
2S+1: 1
E_HOMO: -8.651 eV

Each line ends with the Mulliken charge.
Cartesian coordinates (Å):
O1 3.801 0.782 -2.984  -0.688
O2 4.651 -1.195 -0.237  -0.581
O3 0.307 -1.381 0.272  2.344
H1 -0.571 -6.733 1.208  0.373
C1 -1.247 -5.890 0.953  0.135
H2 -4.011 -0.529 2.950  0.245
H3 0.468 -2.284 -3.327  -0.500
N1 1.244 2.880 -1.925  -0.253
N2 2.760 -1.396 -2.434  -0.250
N3 -2.009 4.643 0.847  0.124
H4 -0.159 2.447 3.499  0.262
H5 -2.573 -5.366 -0.616  0.408
H6 1.008 1.696 1.325  0.085
C2 1.332 -1.471 4.297  -0.418
H7 3.251 -0.984 1.011  -0.642
O4 -1.985 4.272 3.632  -0.616
C3 0.387 -0.125 -0.151  -0.582
O5 -2.102 -5.776 1.880  -0.559
C4 4.021 -1.689 0.702  1.487
H8 0.063 -2.889 3.132  0.235
H9 -2.219 -7.028 -0.385  0.450
C5 -1.846 -6.048 -0.419  -1.318
H10 5.557 -2.700 1.807  0.445
N4 3.007 1.672 -0.066  0.506
H11 -2.218 4.681 4.507  0.432
H12 -2.115 7.051 -1.015  0.270
N5 1.679 2.428 1.561  0.428
H13 -1.048 0.746 1.135  -0.884
O6 0.564 3.185 -4.810  -0.539
H14 -2.556 0.084 -3.136  0.254
H15 -2.010 -1.557 2.674  0.247
H16 -4.270 3.221 -1.721  0.409
O7 -0.750 4.107 -2.179  -0.968
O8 -2.661 2.314 -0.724  1.324
H17 -4.327 3.379 3.667  0.441
H18 0.968 -0.899 6.027  0.430
H19 4.397 -2.007 2.862  0.188
H20 -2.117 4.502 1.862  0.060
H21 -4.413 1.612 -1.243  0.323
H22 1.826 1.810 -5.574  0.510
H23 -2.509 1.400 -0.545  -0.929
H24 -0.226 3.166 -5.361  0.344
H25 -0.500 -5.182 -3.512  0.366
H26 -2.242 2.725 -2.732  0.082
H27 -1.526 5.534 -1.282  0.119
C6 -3.617 2.717 3.230  -0.772
C7 -0.263 -4.732 1.112  -0.071
H28 3.736 -3.689 -0.241  0.222
H29 0.425 -0.357 2.853  -0.250
H30 -1.242 -1.559 1.060  -1.047
H31 0.938 1.297 -1.503  -0.340
H32 5.015 -0.363 0.073  0.408
H33 -2.228 -2.774 -3.146  0.385
H34 2.218 1.070 -0.451  -0.047
C8 0.222 3.481 -1.445  0.397
H35 5.735 -0.975 2.041  0.427
H36 -2.201 3.856 0.141  0.307
H37 2.598 -1.753 -4.649  0.194
N6 -1.970 6.144 -0.650  -0.117
O9 -2.987 -0.265 -0.318  -0.615
H38 -1.091 -5.881 -1.191  0.112
C9 -2.080 5.901 0.601  0.315
N7 -3.923 -0.230 1.927  -0.259
C10 -3.015 -0.636 1.043  0.313
C11 2.838 2.411 0.995  0.455
N8 -0.221 0.895 0.509  1.198
H39 -0.605 -3.925 -4.675  0.442
C12 -2.234 3.016 3.668  -0.658
C13 -0.134 -4.224 -3.795  -1.946
H40 -0.736 -3.787 0.868  -0.437
H41 1.623 3.062 2.359  0.260
H42 0.936 -4.405 -4.072  0.406
H43 -2.104 2.791 4.770  0.590
C14 -1.810 0.879 -3.371  -0.387
H44 2.283 -2.276 -2.561  0.208
C15 1.070 -2.764 3.436  -1.744
H45 -1.678 -3.592 -1.645  -0.297
H46 2.264 -0.292 2.679  -0.129
H47 -0.259 1.875 0.015  -0.264
H48 1.365 -3.572 4.031  0.684
N9 -2.091 -1.351 1.582  0.256
C16 1.174 1.951 -4.749  -0.589
H49 -0.838 2.721 1.957  -0.805
H50 0.592 -4.876 0.386  0.054
C17 0.017 -3.134 -2.741  1.719
H51 1.337 0.632 3.874  0.615
H52 3.043 -3.274 1.331  1.088
N10 0.096 3.512 -0.204  -0.500
C18 4.970 -1.817 1.924  -1.380
H53 -1.453 0.573 -4.359  0.551
C19 3.197 -0.511 -3.251  0.257
O10 -2.236 6.861 1.562  -0.776
H54 0.902 3.330 0.469  0.144
H55 1.364 2.963 -2.929  -0.032
C20 -4.012 2.583 -0.937  -1.310
O11 0.556 -1.095 5.191  -0.580
C21 3.199 -2.935 0.372  -2.431
C22 1.358 -0.269 3.327  -0.262
N11 1.069 0.317 -1.205  0.998
H56 -0.972 1.232 3.003  0.189
H57 -1.476 -1.879 -1.745  -0.058
H58 2.175 -1.609 4.928  0.594
O12 0.757 -3.362 -1.770  -0.542
H59 3.033 -0.228 -5.350  0.331
N12 2.766 -0.784 -4.455  -0.192
H60 1.874 2.021 -3.958  0.279
H61 -3.853 1.712 3.438  0.252
H62 -2.642 -4.992 1.775  0.359
H63 -4.381 3.102 -0.077  0.275
H64 3.990 1.688 -0.499  0.301
H65 0.017 -4.594 2.139  0.455
H66 -3.593 2.865 2.181  -0.218
O13 3.822 3.250 1.403  -0.867
H67 3.171 -1.189 -1.545  0.093
C23 -1.483 -2.790 -2.279  -0.588
C24 -1.058 2.311 2.933  1.032
H68 -0.774 4.071 0.259  -0.355
H69 0.543 0.999 -4.670  0.178
H70 1.416 -0.447 -1.809  -0.780
H71 2.232 -2.694 -0.054  0.752
H72 1.750 -2.731 2.583  0.383
H73 0.443 -2.756 -1.097  -0.543
H74 -0.913 0.929 -2.638  0.095
H75 2.053 2.593 -1.419  0.378
O14 -2.331 2.222 -3.531  -0.663
H76 -4.757 0.324 1.523  0.301


- Look up the energy above the lowest of the compared OMol25 structures with the same formula, charge and spin of the first one.
  123.69 kcal/mol